[1]
A 8-piece molecular cluster, C49H95BrN3O18S7 overall in a non-equilibrium geometry. Source: the Open Molecules 2025 dataset; level of theory: the ωB97M-V functional and the def2-TZVPD basis.

The geometry in XYZ format:
```
173
Properties=species:S:1:pos:R:3:lowdin_charge:R:1
Br -1.69644 -1.76447 0.40609 0.8612
S 2.83721 -0.98772 -6.25025 0.6655
S 5.56121 1.69136 -8.56950 0.6667
S -5.58646 -5.08367 4.29261 0.6661
S 6.29995 5.26321 -4.84398 0.6805
S 11.70857 7.81001 -4.31136 0.6664
S -8.01106 -7.77038 1.48319 0.6888
S -4.63257 -1.41579 8.72189 0.6783
O 0.38342 -4.45285 1.83958 -0.0879
O -5.44426 -1.74483 7.56670 -0.3464
O 11.87517 6.56433 -3.59758 -0.3267
O 2.33172 -0.21801 -7.36418 -0.3220
O 7.14750 6.42813 -4.71519 -0.3296
O 12.36216 8.06756 -5.57437 -0.3274
O -0.70354 1.34646 -1.40648 -0.2087
O 5.60402 0.72698 -9.64491 -0.3201
O -7.39628 -8.01966 2.76965 -0.3415
O 5.28708 5.15503 -5.87028 -0.3214
O -4.23835 -2.40941 9.69092 -0.3036
O -7.95394 -8.72844 0.40523 -0.3055
O 1.06151 -6.24474 0.46174 0.0746
O 3.52966 -0.37475 -5.13883 -0.3277
O -5.02015 -4.26337 3.23409 -0.3760
O -2.13849 1.21603 0.77505 -0.1440
O -6.98199 -5.01042 4.65788 -0.3032
O 6.15104 1.43034 -7.27288 -0.3406
N -3.48739 0.42627 4.30692 0.1220
N -2.57095 -1.60170 3.21582 0.0934
N -4.74419 -1.70375 4.35633 0.2005
C -8.70315 -5.52770 0.32610 -0.2168
C 0.29174 -5.28119 0.67455 -0.3625
C -3.31929 1.28632 3.05161 -0.1799
C -3.65914 -0.97296 3.99075 -0.2361
C 1.24680 -0.00951 -2.35746 -0.0715
C 3.84435 -2.31814 -6.88011 -0.2217
C 9.96292 8.13150 -4.48809 -0.2378
C -1.09664 2.66676 -0.91217 -0.1348
C 4.95252 3.94868 -9.74398 -0.2152
C 3.42316 -3.53025 -6.05919 -0.2191
C 3.86830 2.22591 -8.34970 -0.2318
C -5.75373 3.16799 3.49742 -0.2419
C -6.51928 2.79228 2.11437 -0.1228
C 0.69869 1.39305 -1.82038 -0.2552
C -4.39496 1.13490 9.43702 -0.2065
C -1.68851 2.56082 0.60337 -0.1420
C -7.44545 -6.19291 0.86921 -0.2276
C 7.07552 3.05973 -3.57396 -0.2053
C -5.15872 -6.79518 4.00495 -0.2267
C -2.13116 0.70901 2.10233 -0.3911
C -9.79796 -5.80434 1.35875 -0.2116
C -3.17812 -0.54487 8.16264 -0.2300
C 12.04583 9.16087 -3.18628 -0.2279
C -4.44503 -6.29163 6.31292 -0.2079
C 0.95796 -1.86435 3.36911 -0.1975
C 1.52519 -2.02060 -5.60480 -0.2250
C -0.69216 0.72932 2.84319 -0.1002
C -3.59865 0.91926 8.14844 -0.2273
C -4.15548 -7.17448 5.09685 -0.1991
C 9.59262 8.90204 -3.22802 -0.2248
C 10.72343 9.90997 -3.00972 -0.2211
C 0.55644 0.40612 1.91906 -0.1806
C 3.83620 3.70854 -8.72558 -0.2100
C -4.30217 3.76270 3.15777 -0.1957
C -0.80522 -4.99706 -0.46624 -0.1020
C 1.96516 -3.14239 3.36870 -0.1519
C -2.58038 -0.84837 1.91471 -0.5643
C -4.60377 -4.87858 5.76874 -0.2418
C 7.32007 3.79484 -4.89288 -0.2105
C 1.77278 -4.07218 2.07060 -0.1966
C -5.38097 -0.02834 9.56781 -0.2124
C -3.08198 2.77172 3.58143 -0.1267
C 6.18186 3.24849 -9.18135 -0.2273
C 5.54187 4.92462 -3.26458 -0.2342
C 1.89726 -3.45996 -5.96751 -0.2143
C 1.26948 -1.00878 2.06612 -0.2322
C 5.66277 3.41444 -3.10609 -0.2231
C -9.71622 -7.28691 1.72824 -0.2146
C -2.07802 -5.59643 -0.51098 0.0000
H 3.05167 -2.80748 3.38460 0.1188
H -7.36052 2.04883 2.32657 0.0745
H -8.55472 -4.45749 0.16931 0.1167
H -10.33756 -7.89784 1.07158 0.1095
H -6.67670 -6.34289 0.11147 0.1117
H -5.55541 -0.29329 10.61073 0.1120
H -0.78829 0.14122 3.80982 0.1110
H -5.26618 -2.14679 3.57556 0.1284
H 10.66396 10.37715 -2.02422 0.1135
H -0.56547 1.82850 3.17894 0.1097
H 3.85664 -3.47223 -5.05553 0.1206
H 2.40943 -0.81463 2.06768 0.1234
H 1.35604 1.21076 2.13282 0.1239
H -3.63850 -4.46035 5.47223 0.1048
H 0.89412 2.25558 -2.55937 0.1297
H -7.00508 3.73150 1.65805 0.0898
H -3.71122 1.13595 10.29146 0.1248
H -6.33004 0.19439 9.07718 0.1097
H -5.37448 -6.61534 6.79160 0.1277
H -1.97279 2.99760 -1.57541 0.1348
H -6.07163 -7.38816 4.07681 0.0747
H -7.03764 -5.63256 1.71361 0.0819
H -2.13564 3.27743 3.20689 0.0994
H -2.62230 3.24283 0.59530 0.1254
H 2.85922 3.99302 -9.12270 0.1166
H 4.67627 3.50575 -10.70639 0.1200
H 6.11824 5.44831 -2.49879 0.1077
H 12.81814 9.80160 -3.61243 0.1039
H 1.09383 -1.61141 1.09998 0.0711
H -5.72009 2.30043 4.23456 0.0854
H 10.64929 10.70757 -3.75580 0.1181
H -5.10858 -4.20452 6.46204 0.0905
H 3.57108 2.06743 -7.31354 0.0903
H 3.23812 1.63147 -9.01201 0.0998
H 8.36570 4.08384 -5.00404 0.1103
H -2.91196 -5.00065 -1.02924 0.0722
H 3.75906 -4.46167 -6.51865 0.1193
H -10.78811 -5.54799 0.97630 0.1179
H 2.14162 -3.55826 1.10748 0.1325
H 0.48364 -0.85311 -2.36770 0.0738
H 5.13512 5.01331 -9.90229 0.1186
H -4.27843 1.14377 2.45102 0.1443
H -6.35415 4.00976 4.00553 0.1134
H -3.13635 -6.98502 4.74366 0.1184
H 1.48425 -1.87824 -4.52396 0.0783
H -0.54192 -4.22725 -1.26286 0.0991
H 6.59449 3.79958 -8.33333 0.0977
H -0.08778 -2.32947 3.22391 0.0867
H -8.97918 -5.97540 -0.63388 0.1231
H -2.87582 -0.91513 7.18271 0.0930
H 1.66615 0.16493 -3.41008 0.0588
H -4.91623 2.09422 9.43393 0.1213
H 4.51032 5.27595 -3.26409 0.1059
H 1.04626 -1.29448 4.35341 0.1179
H 2.45559 -4.99199 2.19870 0.1371
H 7.20230 1.98199 -3.69480 0.1206
H 9.82549 8.74656 -5.37991 0.1141
H 1.50347 -4.16566 -5.23275 0.1145
H 1.33595 1.65770 -0.89136 0.1147
H 5.48762 3.10434 -2.07381 0.1137
H 2.12001 -0.36869 -1.69724 0.0885
H -4.24268 3.94926 2.02338 0.0987
H -4.72702 -6.89778 3.00895 0.1106
H -2.73461 1.58386 8.08955 0.1214
H -5.78914 2.34979 1.34275 0.0687
H -3.64609 -6.34790 7.05447 0.1225
H -4.36889 0.71571 4.76453 0.1162
H 9.53666 8.21922 -2.37400 0.1197
H 1.46202 -3.71961 -6.93768 0.1201
H 12.39401 8.73600 -2.24342 0.1046
H -0.99104 2.99186 1.38540 0.1245
H -9.99436 -7.45864 2.76836 0.1079
H 8.62405 9.39514 -3.33020 0.1173
H 6.95583 3.07288 -9.92807 0.1104
H 9.42037 7.19286 -4.59226 0.0776
H -5.01232 -1.83903 5.34694 0.1038
H -4.17764 4.80380 3.63642 0.1202
H -2.38435 -0.71941 8.89175 0.1164
H 4.92635 2.91061 -3.74069 0.1196
H 4.89958 -2.06971 -6.76981 0.1155
H -3.69467 -0.77014 1.61495 0.1189
H 1.74655 -3.82993 4.26772 0.1211
H -2.91687 -2.57292 3.06226 0.1256
H 7.00704 3.19390 -5.74929 0.0782
H 0.31338 0.54759 0.79943 0.0900
H 4.01875 4.31823 -7.83461 0.0927
H -9.62160 -5.19248 2.24926 0.1179
H -4.22448 -8.23585 5.34264 0.1240
H 3.59747 -2.45258 -7.93537 0.1161
H -0.25269 3.42185 -1.00684 0.1272
H 7.80172 3.39384 -2.82578 0.1191
H -2.35634 -6.60755 -0.08089 0.0777
H 0.57721 -1.72417 -6.05480 0.1078
H -4.23829 1.11763 7.28154 0.1005
H -3.03928 2.83380 4.73261 0.1273
```

spin multiplicity	1
highest occupied orbital energy	-11.0	eV
energy	-8803.4269	Ha
F_max	4.43	eV/A
orbital gap	6.8	eV
net charge	+1


[2]
C22H13BCl2F4MoN4O3STe as an isolated structure. Source: the Open Molecules 2025 dataset; level of theory: the ωB97M-V functional and the def2-TZVPD basis.

The geometry in XYZ format:
```
52
Properties=species:S:1:pos:R:3:nbo_charge:R:1
Te -2.48556 -4.55013 -1.10259 -0.4664
Mo 1.12749 0.11912 -0.29917 1.3609
Cl 4.86489 5.28950 2.34601 -0.0340
Cl 4.63244 6.05210 -0.74362 -0.0315
S -4.56618 -5.79099 1.19374 0.3979
F -0.44728 3.68687 0.48365 -0.5635
F -2.60788 2.90871 0.60745 -0.5657
F -1.50110 2.91055 -1.41062 -0.5728
F -0.88023 1.43495 0.24671 -0.5643
O 2.23965 -1.05982 -0.68984 -0.6115
O 1.72092 1.52105 3.57873 -0.6473
O 1.45236 3.02284 -3.25201 -0.6434
N 0.08388 -0.78344 1.40964 -0.4424
N 1.59163 1.89054 -1.22937 -0.6381
N 1.79380 1.26112 1.27341 -0.6478
N -0.20397 0.10760 -2.05420 -0.4439
C -1.53219 0.32779 -4.45711 -0.1552
C -5.60641 -4.34741 -0.60224 -0.3486
C -6.26505 -5.54092 1.27674 -0.4834
C -0.97755 -1.68554 3.79038 -0.1590
C -4.37977 -4.82979 -0.22580 -0.4368
C 3.91556 4.32744 1.24343 -0.0633
C 2.50384 2.41428 0.89902 0.2443
C 1.40250 0.97418 2.52889 0.6450
C 0.08356 1.11254 -2.89546 0.1766
C -6.67604 -4.74915 0.24748 -0.2617
C 3.05530 3.87526 -0.95705 -0.2514
C -1.14448 -0.77790 -2.38554 0.0874
C 3.25689 3.20922 1.74531 -0.2801
C -1.31514 -2.29910 2.59752 -0.2465
C 2.40070 2.75296 -0.47704 0.1557
C -0.76613 -1.80933 1.42349 0.0936
C 0.42742 -0.19592 2.56918 0.1530
C -0.56438 1.25429 -4.10728 -0.2173
C -0.09182 -0.61732 3.77717 -0.2231
C -1.82793 -0.70808 -3.58606 -0.2522
C 3.81516 4.65641 -0.09188 -0.0743
C 1.13492 2.13250 -2.47416 0.6654
B -1.37223 2.77868 -0.02031 1.3577
H -7.70710 -4.45341 0.09970 0.1994
H -6.86347 -5.97491 2.06248 0.2122
H 0.21295 -0.09202 4.67085 0.2409
H -0.29535 2.09478 -4.73038 0.2411
H -1.36290 -1.56586 -1.67509 0.2337
H 2.95917 4.14526 -1.99619 0.2612
H -2.57266 -1.46019 -3.80662 0.2346
H -5.72858 -3.71016 -1.46684 0.2160
H -1.40263 -2.03048 4.72510 0.2067
H -1.02911 -2.26181 0.47477 0.2384
H 3.31570 2.96813 2.79444 0.2579
H -2.05915 0.41780 -5.39940 0.2044
H -1.99820 -3.13558 2.53599 0.2415
```

spin multiplicity	1
highest occupied orbital energy	-1.8	eV
energy	-3370.5284	Ha
F_max	0.09	eV/A
orbital gap	5.8	eV
net charge	-2


[3]
A single C24H28N2O6S molecule in a non-equilibrium geometry. Source: the Open Molecules 2025 dataset; level of theory: the ωB97M-V functional and the def2-TZVPD basis.

The geometry in XYZ format:
```
61
Properties=species:S:1:pos:R:3:nbo_charge:R:1
S 2.45430 0.78461 0.32009 2.1621
O -1.18757 1.77852 1.24239 -0.6242
O 2.67864 -0.41790 1.09392 -0.9757
O -1.80784 -4.28964 1.36878 -0.5095
O 3.51101 -3.68490 2.74326 -0.5097
O 0.71664 3.45523 -2.80629 -0.4061
O 3.60076 1.62279 0.09200 -0.9483
N -0.22313 1.69782 -1.85646 -0.4676
N -0.13217 -0.21660 1.36626 -0.6469
C -1.14562 -1.99022 2.71682 -0.4283
C -1.66414 4.78132 -3.26552 -0.1644
C -2.82582 5.48821 -3.49288 -0.2316
C -4.07028 3.74385 -2.42046 -0.2430
C -2.99432 1.70479 -1.46583 -0.6696
C 1.71223 2.59851 -2.48431 0.3005
C 0.48366 -5.13909 1.40099 -0.2653
C -4.03657 4.96569 -3.06698 -0.1865
C 3.97952 -2.47052 3.28725 -0.2654
C 3.12222 2.94609 -2.78033 -0.6810
C 1.20219 1.77700 1.18894 -0.7463
C 2.19063 -3.78542 2.43542 0.3652
C -1.32084 -1.02218 1.54158 -0.2142
C -0.48071 -4.18599 1.70365 0.2642
C 1.13052 1.50489 -1.89921 0.0090
C -2.24965 -5.47481 0.75757 -0.2480
C -0.43546 2.86101 -2.40305 0.4917
C -1.69234 3.54599 -2.61232 -0.1522
C 1.80206 -4.93902 1.76030 -0.2678
C -0.10688 -3.03033 2.39970 -0.0433
C 1.21971 -2.84175 2.75641 -0.3197
C -2.91548 3.01007 -2.17805 0.1313
C -0.16977 1.11782 1.26296 0.6805
C 1.75482 0.31139 -1.30493 -0.6559
H 0.76051 -0.69471 1.42176 0.4350
H 3.19298 4.00283 -3.02263 0.2367
H 2.55235 -5.67582 1.52235 0.2226
H -2.10086 -2.48172 2.90013 0.2366
H 1.13163 2.73968 0.69070 0.2712
H 2.60006 -0.05907 -1.87899 0.2641
H 5.06083 -2.57849 3.35430 0.1963
H -2.05639 -6.35029 1.38608 0.1760
H -5.01885 3.34541 -2.09011 0.2104
H -2.51094 0.92351 -2.04702 0.2319
H 3.74113 2.72377 -1.91262 0.2658
H -2.46103 1.77035 -0.51844 0.2672
H 1.02317 -0.46975 -1.12736 0.2687
H 3.57316 -2.29988 4.29005 0.1661
H -4.95282 5.51116 -3.23900 0.2127
H -0.71518 5.17863 -3.59265 0.2204
H -0.85818 -1.42668 3.60561 0.2127
H -4.02957 1.43335 -1.27561 0.2031
H 3.73403 -1.62699 2.63642 0.2077
H -2.15228 -0.33675 1.71884 0.2335
H -2.78946 6.44142 -3.99862 0.2139
H 1.48633 -1.94928 3.30000 0.2216
H -1.78453 -5.62279 -0.22288 0.1734
H -3.32463 -5.35561 0.62853 0.1993
H -1.52232 -1.59248 0.62925 0.1997
H 1.60748 1.92063 2.18980 0.2730
H 0.22211 -6.04492 0.87773 0.2178
H 3.49094 2.36725 -3.62729 0.2284
```

SMILES	COc1ccc(OC)c(CCNC(=O)CS(=O)(=O)Cc2nc(-c3ccccc3C)oc2C)c1
spin multiplicity	1
highest occupied orbital energy	-7.8	eV
energy	-1890.4901	Ha
F_max	1.38	eV/A
orbital gap	8.5	eV
net charge	0


[4]
C3H4FO2S as an isolated structure in a non-equilibrium geometry. Source: the Open Molecules 2025 dataset; level of theory: the ωB97M-V functional and the def2-TZVPD basis.

The geometry in XYZ format:
```
11
Properties=species:S:1:pos:R:3:nbo_charge:R:1
S 1.55868 0.63220 -0.89468 0.4370
F 0.71331 2.29314 -0.75362 -0.6834
O 0.17627 -2.61271 -0.25358 -0.6589
O 1.91643 -1.25929 -0.84093 -0.7058
C -1.21573 0.51883 0.41708 -0.6331
C 0.18094 -0.22606 0.29584 -0.3794
C 0.72641 -1.55044 -0.35321 0.7765
H -1.23596 1.22393 1.28288 0.2040
H 0.56791 -0.08556 1.26881 0.2012
H -2.07452 -0.06518 0.40461 0.1995
H -1.31374 1.13113 -0.57320 0.2422
```

spin multiplicity	1
highest occupied orbital energy	-3.8	eV
energy	-765.2669	Ha
F_max	3.92	eV/A
orbital gap	7.9	eV
net charge	-1